Here is a molecular structure, C26H42BrN3OP2Re at a distorted geometry from OMol25. Energies are from ωB97M-V/def2-TZVPD.

* total charge: +4
* gap between HOMO and LUMO (alpha / beta): 0.2110 / 0.1232 Eh
* spin multiplicity: 4
* DFT total energy: -4588.7894 a.u.

Element x y z (Å)
C1 -0.05 -3.15 -2.48
C2 0.42 -1.83 -2.59
C3 0.66 -1.30 -3.88
C4 0.28 -2.06 -4.98
N1 -0.24 -3.28 -4.87
C5 -0.39 -3.82 -3.67
C6 0.73 -1.04 -1.42
C7 1.81 -0.50 -0.86
C8 2.96 -0.86 -0.10
C9 3.01 -0.23 1.15
C10 4.17 -0.32 1.91
C11 5.17 -1.11 1.38
C12 5.08 -1.89 0.23
C13 3.90 -1.82 -0.50
Re1 0.20 0.04 0.28
P1 -1.83 0.11 -0.79
H1 1.18 -0.34 -4.01
H2 -0.09 -3.65 -1.52
H3 0.42 -1.66 -5.99
H4 -0.78 -4.84 -3.62
H5 3.72 -2.46 -1.36
H6 2.12 0.35 1.51
H7 5.91 -2.52 -0.07
H8 4.28 0.22 2.84
C14 -3.11 1.19 0.00
C15 -4.29 1.64 -0.88
H9 -2.57 2.07 0.38
H10 -3.48 0.66 0.89
H11 -4.93 2.32 -0.30
H12 -3.96 2.21 -1.76
H13 -4.92 0.81 -1.21
C16 -1.82 0.66 -2.58
C17 -2.79 -0.04 -3.53
H14 -0.78 0.49 -2.92
H15 -1.98 1.74 -2.61
H16 -2.64 0.35 -4.54
H17 -2.61 -1.13 -3.58
H18 -3.85 0.15 -3.27
C18 -2.57 -1.60 -0.84
C19 -4.10 -1.70 -0.96
H19 -2.24 -2.11 0.08
H20 -2.09 -2.14 -1.66
H21 -4.40 -2.75 -0.90
H22 -4.61 -1.17 -0.15
H23 -4.47 -1.33 -1.93
Br1 6.86 -1.03 2.31
P2 0.84 2.16 -0.37
C20 -0.30 3.29 -1.29
C21 -0.17 4.80 -1.11
H24 -1.32 2.98 -1.01
H25 -0.18 3.03 -2.36
H26 -0.99 5.27 -1.66
H27 -0.26 5.10 -0.06
H28 0.76 5.19 -1.52
C22 1.16 3.13 1.19
C23 2.37 4.06 1.21
H29 1.26 2.39 2.00
H30 0.24 3.70 1.40
H31 2.51 4.43 2.24
H32 3.30 3.56 0.91
H33 2.23 4.95 0.58
C24 2.38 2.22 -1.41
C25 2.73 3.50 -2.16
H34 2.27 1.40 -2.14
H35 3.21 1.92 -0.75
H36 3.66 3.31 -2.71
H37 1.96 3.76 -2.90
H38 2.90 4.35 -1.50
N2 -1.73 -2.04 3.51
C26 -0.66 -1.42 2.94
N3 0.54 -1.60 3.52
O1 -0.83 -0.69 1.93
H39 -1.59 -2.66 4.28
H40 -2.65 -1.89 3.13
H41 1.36 -1.10 3.18
H42 0.60 -2.20 4.33

Here are the Löwdin charges for atoms 1 to 6, given in e:
1. C 0.04
2. C -0.20
3. C 0.04
4. C 0.02
5. N 0.34
6. C 0.02

=====

Here is a molecular structure, C26H42Cl3N4O4PbSi at a distorted geometry from OMol25. Energies are from ωB97M-V/def2-TZVPD.

* total charge: -1
* gap between HOMO and LUMO: 0.2388 Eh
* DFT total energy: -3399.0913 a.u.

Element x y z (Å)
C1 -3.45 -3.08 0.64
C2 -2.20 -3.76 0.21
H1 -4.31 -3.70 0.40
H2 -3.59 -2.10 0.16
H3 -3.41 -2.91 1.73
C3 -2.16 -4.94 -0.44
C4 -3.35 -5.74 -0.85
H4 -1.19 -5.37 -0.69
H5 -4.30 -5.21 -0.77
H6 -3.42 -6.65 -0.23
H7 -3.23 -6.08 -1.89
Pb1 -0.87 0.36 0.27
Cl1 -0.45 -0.50 2.72
Cl2 -3.43 0.45 -0.16
C5 2.57 -1.00 0.86
O1 2.00 -0.27 0.03
N1 3.74 -1.64 0.65
C6 4.51 -1.40 -0.56
C7 4.39 -2.47 1.65
H8 2.14 -1.18 1.86
H9 3.97 -0.69 -1.19
H10 4.67 -2.35 -1.09
H11 5.50 -0.99 -0.29
H12 3.69 -2.62 2.49
H13 5.31 -2.00 2.01
H14 4.65 -3.45 1.22
H15 -2.83 -1.93 -2.29
H16 -0.84 -3.74 -2.93
C8 -2.43 -1.36 -3.14
C9 -0.71 -3.02 -3.75
N2 -1.02 -1.67 -3.32
H17 -2.55 -0.29 -2.97
C10 -0.04 -0.82 -2.93
O2 -0.25 0.30 -2.43
H18 0.33 -3.04 -4.10
H19 0.98 -1.21 -3.09
H20 -2.97 -1.69 -4.04
H21 -1.39 -3.31 -4.56
O3 -0.84 -1.96 -0.41
C11 -0.92 -2.98 0.47
C12 1.17 -4.01 -0.62
C13 0.36 -3.81 0.50
H22 0.91 -3.51 -1.56
C14 2.30 -4.84 -0.52
H23 -1.06 -2.57 1.49
C15 0.72 -4.34 1.74
H24 2.91 -5.02 -1.40
C16 2.62 -5.42 0.71
C17 1.83 -5.17 1.84
H25 0.08 -4.10 2.59
H26 3.49 -6.07 0.80
H27 2.07 -5.61 2.81
Si1 -5.77 3.41 -0.02
Cl3 -6.52 1.47 -0.09
C18 -5.18 3.81 -1.76
C19 -4.57 3.49 1.41
C20 -7.21 4.57 0.33
H28 -4.46 3.06 -2.12
H29 -4.71 4.80 -1.81
H30 -6.04 3.82 -2.45
H31 -7.94 4.56 -0.48
H32 -6.84 5.59 0.44
H33 -7.73 4.29 1.25
H34 -3.78 2.74 1.29
H35 -5.10 3.29 2.36
H36 -4.11 4.49 1.52
N3 4.42 5.23 2.13
C21 3.76 4.03 1.98
O4 4.19 2.99 2.48
C22 2.53 4.08 1.13
C23 2.10 5.21 0.42
C24 0.91 5.15 -0.32
C25 0.19 3.94 -0.36
N4 0.60 2.87 0.32
C26 1.72 2.92 1.04
H37 5.18 5.21 2.80
H38 3.94 6.11 2.00
H39 2.69 6.13 0.44
H40 0.54 6.00 -0.88
H41 -0.73 3.84 -0.95
H42 2.00 2.01 1.57

Here are the Löwdin charges for atoms 1 to 6, given in e:
1. C -0.05
2. C -0.23
3. H 0.06
4. H 0.01
5. H 0.09
6. C -0.13

=====

Here is a molecular structure, C26H42EuN7O6P at a distorted geometry from OMol25. Energies are from ωB97M-V/def2-TZVPD.

* total charge: +1
* gap between HOMO and LUMO (alpha / beta): 0.2044 / 0.2361 Eh
* spin multiplicity: 7
* DFT total energy: -2902.0288 a.u.

Element x y z (Å)
Eu1 -1.83 -0.90 1.33
O1 -1.53 -2.56 5.74
C1 -1.43 -2.02 4.55
O2 -2.04 -2.39 3.53
C2 -0.58 -0.84 4.61
C3 0.03 -0.22 5.77
C4 0.45 1.06 5.61
C5 0.38 1.67 4.36
C6 -0.16 0.98 3.23
N1 -0.49 -0.27 3.38
C7 -0.44 1.47 1.80
O3 0.24 2.71 1.62
O4 -1.79 1.54 1.49
H1 -2.18 -3.27 5.81
H2 0.44 -0.87 6.53
H3 0.96 1.55 6.39
H4 0.64 2.76 4.14
H5 -0.51 3.32 1.66
C8 -6.23 -2.78 0.29
C9 -4.83 -2.29 0.26
N2 -4.10 -2.36 1.37
O5 -4.91 -2.43 2.54
C10 -4.13 -1.66 -0.91
C11 -4.83 -1.34 -2.24
N3 -2.85 -1.28 -0.85
O6 -2.21 -0.56 -1.75
H6 -6.23 -3.94 0.27
H7 -6.77 -2.52 -0.70
H8 -6.87 -2.43 1.14
H9 -4.28 -2.19 3.23
H10 -5.87 -1.56 -2.30
H11 -4.30 -1.82 -3.03
H12 -4.73 -0.18 -2.43
N4 0.27 0.36 0.93
P1 1.13 0.53 -0.44
N5 1.46 -1.05 -1.02
C12 1.10 -1.56 -2.36
C13 0.39 -2.90 -2.31
C14 1.14 -3.94 -1.53
C15 2.28 -3.35 -0.62
C16 1.84 -2.03 0.05
N6 2.67 1.21 -0.26
C17 2.80 2.58 0.35
C18 4.14 2.80 1.02
C19 5.25 2.65 -0.01
C20 5.15 1.42 -0.92
C21 3.95 0.52 -0.63
N7 0.33 1.54 -1.60
C22 -0.77 2.43 -1.19
C23 -1.65 2.79 -2.45
C24 -1.34 2.01 -3.74
C25 0.21 1.94 -4.01
C26 1.08 2.02 -2.83
H13 1.95 -1.49 -3.05
H14 0.34 -0.91 -2.77
H15 0.32 -3.15 -3.35
H16 -0.63 -2.80 -1.91
H17 1.60 -4.68 -2.21
H18 0.53 -4.57 -0.91
H19 3.24 -3.23 -1.10
H20 2.52 -4.02 0.20
H21 2.65 -1.56 0.59
H22 0.95 -2.16 0.70
H23 2.02 2.66 1.05
H24 2.63 3.36 -0.42
H25 4.21 2.16 1.91
H26 4.21 3.81 1.40
H27 6.19 2.64 0.56
H28 5.34 3.56 -0.55
H29 6.07 0.82 -0.77
H30 5.11 1.68 -1.99
H31 4.18 -0.23 0.16
H32 3.58 -0.13 -1.43
H33 -0.40 3.40 -0.84
H34 -1.43 2.05 -0.39
H35 -1.41 3.89 -2.51
H36 -2.68 2.72 -2.18
H37 -1.77 2.58 -4.55
H38 -1.85 1.03 -3.67
H39 0.34 2.77 -4.64
H40 0.44 1.15 -4.70
H41 1.39 3.00 -2.59
H42 1.91 1.34 -2.96

Here are the Löwdin charges for atoms 1 to 6, given in e:
1. Eu 2.08
2. O 0.19
3. C -0.45
4. O -0.04
5. C -0.14
6. C 0.04